Record 1
The following is a DFT calculation (the ωB97M-V functional and the def2-TZVPD basis) of C31H31N10O3RuS as an isolated structure.

Last column: Löwdin spin population.
Geometry (Å):
Ru 0.272 -1.916 -1.077  0.73
C -1.229 2.174 -4.534  0.00
N -1.308 0.974 -3.692  0.00
C -0.320 0.265 -3.164  0.00
N -0.832 -0.698 -2.397  0.00
C -2.179 -0.520 -2.525  0.00
N -2.497 0.489 -3.290  0.00
C -0.728 3.362 -3.747  0.00
C 0.073 4.313 -4.367  0.00
C 0.543 5.406 -3.650  0.00
C 0.260 5.532 -2.301  0.00
C -0.529 4.570 -1.675  0.00
C -1.046 3.505 -2.404  0.00
C -0.732 4.629 -0.229  0.00
N -0.282 5.486 0.617  0.00
N -0.627 5.016 1.877  0.00
C -1.257 3.911 1.696  0.00
O -1.370 3.592 0.377  0.00
C -1.790 2.973 2.681  0.00
C -1.678 3.234 4.046  0.00
C -2.170 2.315 4.956  0.00
C -2.761 1.133 4.520  0.00
C -2.872 0.874 3.162  0.00
C -3.499 -0.395 2.642  0.00
N -2.513 -1.182 1.884  0.01
C -2.177 -1.067 0.614  0.01
N -1.163 -1.899 0.358  0.00
C -0.920 -2.492 1.569  0.01
N -1.718 -2.076 2.508  0.00
C -2.393 1.802 2.248  0.00
H -2.236 2.313 -4.927  0.00
H -0.564 1.963 -5.370  0.00
H 0.725 0.443 -3.364  0.00
H -2.912 -1.188 -2.103  0.00
H 0.329 4.207 -5.414  0.00
H 1.154 6.149 -4.144  0.00
H 0.648 6.360 -1.723  0.00
H -1.694 2.788 -1.913  0.00
H -1.214 4.153 4.377  0.00
H -2.090 2.515 6.015  0.00
H -3.134 0.417 5.242  0.00
H -4.328 -0.185 1.967  0.00
H -3.856 -1.040 3.441  0.00
H -2.678 -0.417 -0.080  0.00
H -0.147 -3.222 1.724  0.00
H -2.495 1.628 1.183  0.00
C -0.803 -3.668 -3.297  0.02
O -0.058 -3.404 -2.122  0.19
H -1.479 -2.852 -3.559  0.00
H -1.389 -4.573 -3.137  0.01
H -0.110 -3.835 -4.121  0.01
N 4.241 -0.380 3.678  0.00
C 3.541 -0.028 2.839  0.00
C 2.668 0.412 1.786  0.00
C 2.539 1.751 1.436  0.01
C 1.657 2.066 0.417  0.00
C 0.960 1.054 -0.216  0.01
N 1.115 -0.247 0.086  0.01
C 1.949 -0.547 1.090  0.01
H 3.102 2.516 1.953  0.00
H 1.506 3.091 0.110  0.00
H 0.235 1.301 -0.977  0.00
H 2.052 -1.590 1.346  0.00
O 1.703 -3.086 -0.084  0.00
S 2.055 -4.556 -0.499  0.00
C 3.854 -4.582 -0.208  0.00
C 4.123 -5.492 0.991  0.00
C 2.901 -5.395 1.897  0.00
C 1.712 -5.568 0.962  0.00
H 4.093 -3.537 -0.006  0.00
H 4.346 -4.891 -1.128  0.00
H 5.041 -5.191 1.493  0.00
H 4.256 -6.522 0.654  0.00
H 2.858 -4.420 2.389  0.00
H 2.901 -6.158 2.674  0.00
H 0.742 -5.271 1.354  0.00
H 1.626 -6.591 0.590  0.00

Calculated values
* spin multiplicity: 2
* net charge: +2
* molecular weight: 724.79 u
* LUMO energy (alpha / beta): -6.489 / -7.218 eV
* E_tot: -67095.979 eV
* <S²>: 0.758
* relative energy (zero: lowest compared OMol25 entry of this formula, charge and spin): 0.0000 eV
* HOMO (alpha / beta): -13.37 / -13.37 eV

Record 2
The following is a DFT calculation (the ωB97M-V functional and the def2-TZVPD basis) of a 2-piece molecular cluster, C4H9ClOSi overall in a non-equilibrium geometry.

Last column: Mulliken charge in e.
Geometry (Å):
C 4.565 -0.577 -0.041  0.14
C -1.902 0.775 0.108  -0.99
C 0.432 -0.265 -1.746  -0.97
C 0.750 -0.292 1.288  -0.99
O 5.243 0.096 0.556  -0.14
Si -0.043 0.675 -0.163  0.57
Cl 0.741 2.575 -0.022  -0.31
H -2.206 1.339 1.000  0.29
H -2.262 1.093 -0.775  0.32
H -2.186 -0.209 0.379  0.32
H -0.118 -1.139 -2.053  0.36
H 0.222 0.384 -2.707  0.26
H 1.437 -0.470 -1.736  0.29
H 1.790 -0.086 1.467  0.28
H 0.290 -0.091 2.397  0.26
H 0.508 -1.350 1.205  0.33

Calculated values
* spin multiplicity: 1
* net charge: 0
* molecular weight: 136.65 u
* LUMO energy: 0.826 eV
* E_tot: -26742.723 eV
* relative energy (zero: lowest compared OMol25 entry of this formula, charge and spin): 0.8861 eV
* HOMO: -10.44 eV

Record 3
The following is a DFT calculation (the ωB97M-V functional and the def2-TZVPD basis) of C31H42BrIrN5O4PS2 as an isolated structure.

Last column: Löwdin spin population.
Geometry (Å):
Ir -0.423 -0.214 0.363  0.01
O -2.142 1.894 -3.350  0.03
C -3.380 1.383 -3.291  0.04
C -4.337 1.711 -4.243  0.00
C -5.608 1.184 -4.160  0.05
C -5.963 0.313 -3.120  0.01
C -5.034 -0.018 -2.177  0.02
C -3.708 0.499 -2.228  0.06
C -2.771 0.107 -1.215  0.03
O -1.536 0.458 -1.206  0.02
N -3.280 -0.690 -0.227  0.34
N -2.397 -1.050 0.692  0.15
C -2.950 -1.917 1.567  0.07
S -4.592 -2.360 1.423  0.07
C -4.665 -3.202 3.031  0.01
C -3.317 -3.833 3.297  0.01
S -2.038 -2.623 2.834  0.08
H -2.073 2.491 -4.109  0.00
H -4.077 2.387 -5.049  0.00
H -6.341 1.452 -4.910  0.00
H -6.963 -0.092 -3.069  0.00
H -5.297 -0.688 -1.374  0.00
H -5.450 -3.954 2.971  0.00
H -4.935 -2.464 3.786  0.00
H -3.152 -4.728 2.699  0.00
H -3.177 -4.071 4.351  0.00
C 1.162 -1.462 4.688  0.00
O 0.307 -0.321 4.369  0.00
C 0.004 -0.108 3.134  0.00
O 0.350 -0.856 2.189  0.00
N -0.767 0.985 2.935  0.00
N -0.894 1.435 1.597  0.00
H 1.336 -1.382 5.754  0.00
H 2.093 -1.385 4.131  0.00
H 0.641 -2.384 4.446  0.00
H -0.844 1.667 3.680  0.00
H -0.248 2.218 1.446  0.00
H -1.850 1.764 1.462  0.00
Br 0.690 -5.980 -2.883  0.00
C 0.386 -4.374 -2.000  0.00
C 0.022 -3.232 -2.705  0.00
C -0.182 -2.057 -2.015  0.00
N -0.039 -1.964 -0.681  0.00
C 0.289 -3.078 -0.002  0.00
C 0.515 -4.288 -0.617  0.00
H -0.097 -3.252 -3.778  0.00
H -0.452 -1.155 -2.538  0.00
H 0.372 -2.982 1.072  0.00
H 0.788 -5.151 -0.027  0.00
C 3.247 -0.923 -1.718  0.00
C 3.202 -0.219 -0.356  0.00
C 3.213 -1.300 0.737  0.00
C 4.487 0.607 -0.186  0.00
P 1.668 0.887 -0.200  0.00
C 2.104 2.001 1.206  0.00
C 2.308 3.382 1.095  0.00
C 2.708 4.143 2.186  0.00
C 2.928 3.551 3.419  0.00
C 2.757 2.180 3.548  0.00
C 2.354 1.423 2.460  0.00
C 1.446 1.972 -1.719  0.00
C 0.329 2.999 -1.445  0.00
C 2.751 2.672 -2.139  0.00
C 0.975 1.147 -2.928  0.00
H 4.087 -1.619 -1.703  0.00
H 3.429 -0.230 -2.536  0.00
H 2.348 -1.501 -1.933  0.00
H 3.981 -2.028 0.471  0.00
H 2.271 -1.833 0.830  0.00
H 3.495 -0.899 1.707  0.00
H 5.324 -0.094 -0.188  0.00
H 4.516 1.145 0.760  0.00
H 4.655 1.309 -0.996  0.00
H 2.191 3.894 0.157  0.00
H 2.863 5.206 2.059  0.00
H 3.250 4.146 4.262  0.00
H 2.961 1.695 4.495  0.00
H 2.287 0.354 2.578  0.00
H 0.542 3.711 -0.656  0.00
H -0.621 2.509 -1.241  0.00
H 0.188 3.579 -2.359  0.00
H 3.302 3.148 -1.334  0.00
H 2.489 3.445 -2.865  0.00
H 3.423 1.981 -2.644  0.00
H -0.050 0.815 -2.810  0.00
H 1.619 0.305 -3.161  0.00
H 0.997 1.811 -3.795  0.00

Calculated values
* spin multiplicity: 2
* net charge: +3
* molecular weight: 915.94 u
* LUMO energy (alpha / beta): -8.263 / -10.698 eV
* E_tot: -152287.152 eV
* <S²>: 0.768
* relative energy (zero: lowest compared OMol25 entry of this formula, charge and spin): 0.0000 eV
* HOMO (alpha / beta): -16.23 / -16.20 eV

Record 4
The following is a DFT calculation (the ωB97M-V functional and the def2-TZVPD basis) of a 2-piece molecular cluster, C2H3BrO2 overall in a non-equilibrium geometry.

Last column: Löwdin spin population.
Geometry (Å):
C 0.343 0.474 0.368  0.11
C -0.512 -0.316 -0.474  0.77
O 1.678 0.458 0.069  0.05
O 0.935 1.589 -0.121  0.09
Br -2.323 -0.342 0.053  0.22
H 0.212 0.589 1.484  0.00
H 0.198 -1.991 0.217  0.74
H -0.530 -0.461 -1.596  0.02

Calculated values
* spin multiplicity: 3
* net charge: 0
* molecular weight: 138.95 u
* LUMO energy (alpha / beta): 0.644 / -2.614 eV
* E_tot: -76250.661 eV
* <S²>: 2.007
* relative energy (zero: lowest compared OMol25 entry of this formula, charge and spin): 4.2604 eV
* HOMO (alpha / beta): -7.96 / -10.43 eV

Record 5
The following is a DFT calculation (the ωB97M-V functional and the def2-TZVPD basis) of C31H29BaN5O3PS6Sb as an isolated structure.

Last column: Löwdin spin population.
Geometry (Å):
Ba 0.296 2.375 0.334  0.02
N -3.686 -2.488 4.766  0.00
C -2.630 -1.610 4.496  0.00
C -2.632 -0.841 3.331  0.00
C -1.567 -0.011 3.041  0.00
C -0.481 0.061 3.902  0.00
C -0.471 -0.698 5.061  0.00
C -1.538 -1.531 5.356  0.00
S 0.878 1.148 3.576  0.00
O 1.692 1.169 4.763  0.00
O 0.279 2.432 3.187  0.00
N 1.488 0.502 2.264  0.00
C 2.736 0.803 1.803  0.00
N 3.797 0.930 2.620  0.00
C 4.956 1.208 2.048  0.00
C 5.125 1.358 0.678  0.00
C 3.980 1.218 -0.082  0.00
N 2.799 0.944 0.456  0.00
H -4.550 -2.247 4.305  0.00
H -3.831 -2.672 5.747  0.00
H -3.473 -0.898 2.649  0.00
H -1.591 0.576 2.132  0.00
H 0.377 -0.619 5.729  0.00
H -1.525 -2.128 6.261  0.00
H 5.800 1.317 2.723  0.00
H 6.082 1.595 0.238  0.00
H 3.991 1.348 -1.160  0.00
S -1.024 5.886 -3.582  0.23
Sb -1.247 3.686 -2.931  0.37
S 0.854 2.643 -2.742  0.17
S -2.378 3.457 -0.895  0.19
S 1.868 5.246 0.512  0.00
C 2.493 5.395 -1.034  0.00
N 1.889 5.888 -2.095  0.00
C 2.540 5.696 -3.384  0.00
C 4.033 5.606 -3.085  0.00
S 4.130 4.893 -1.416  0.00
H 0.874 6.032 -2.105  0.01
H 2.300 6.528 -4.043  0.00
H 2.159 4.772 -3.823  0.00
H 4.508 6.587 -3.076  0.00
H 4.547 4.962 -3.793  0.00
O -0.703 0.085 -0.463  0.00
P -1.037 -1.309 -0.872  0.00
C -1.142 -2.446 0.518  0.00
C -2.211 -3.308 0.737  0.00
C -2.217 -4.130 1.857  0.00
C -1.161 -4.086 2.754  0.00
C -0.096 -3.220 2.541  0.00
C -0.084 -2.399 1.426  0.00
C -2.600 -1.341 -1.767  0.00
C -3.047 -2.463 -2.463  0.00
C -4.251 -2.416 -3.147  0.00
C -5.001 -1.245 -3.149  0.00
C -4.546 -0.122 -2.475  0.00
C -3.345 -0.165 -1.780  0.00
C 0.209 -1.995 -1.977  0.00
C 0.871 -1.103 -2.818  0.00
C 1.821 -1.581 -3.709  0.00
C 2.108 -2.938 -3.761  0.00
C 1.452 -3.826 -2.919  0.00
C 0.505 -3.355 -2.022  0.00
H -3.046 -3.327 0.048  0.00
H -3.057 -4.788 2.039  0.00
H -1.181 -4.709 3.639  0.00
H 0.713 -3.160 3.258  0.00
H 0.720 -1.683 1.290  0.00
H -2.448 -3.367 -2.484  0.00
H -4.599 -3.286 -3.690  0.00
H -5.936 -1.207 -3.694  0.00
H -5.113 0.800 -2.495  0.00
H -2.971 0.724 -1.280  0.00
H 0.659 -0.039 -2.766  0.00
H 2.337 -0.885 -4.357  0.00
H 2.853 -3.307 -4.456  0.00
H 1.687 -4.882 -2.951  0.00
H 0.010 -4.042 -1.345  0.00

Calculated values
* spin multiplicity: 2
* net charge: -1
* molecular weight: 1002.07 u
* LUMO energy (alpha / beta): 2.176 / 1.472 eV
* E_tot: -127751.581 eV
* <S²>: 0.760
* relative energy (zero: lowest compared OMol25 entry of this formula, charge and spin): 0.2651 eV
* HOMO (alpha / beta): -4.09 / -4.88 eV

Record 6
The following is a DFT calculation (the ωB97M-V functional and the def2-TZVPD basis) of a 2-piece molecular cluster, C7H16O5S2 overall in a non-equilibrium geometry.

Last column: Mulliken charge in e.
Geometry (Å):
C 0.630 -1.291 1.960  -0.52
C 1.266 -0.336 1.330  -0.13
S 2.044 -0.145 -0.188  0.07
O 1.699 -1.539 -1.096  -0.33
C 0.660 -1.528 -2.115  -0.34
C -0.628 -1.152 -1.419  -0.22
O -1.625 -1.074 -2.391  -0.43
C -2.367 0.141 -2.312  -0.41
C -3.303 0.275 -1.059  -0.79
S 1.004 1.444 2.059  1.05
C 2.370 2.624 1.745  -0.94
O -0.244 2.068 1.598  -0.61
O 1.100 0.985 3.434  -0.64
H 0.672 -2.322 1.598  0.31
H 0.153 -0.901 2.833  0.32
H 0.849 -0.737 -2.977  0.19
H 0.564 -2.450 -2.525  0.35
H -0.474 -0.096 -0.914  0.16
H -0.898 -1.862 -0.770  0.29
H -1.623 0.977 -2.302  0.33
H -2.885 0.155 -3.314  0.33
H -2.649 0.594 -0.287  0.21
H -3.891 1.319 -1.312  0.27
H -4.106 -0.468 -0.974  0.32
H 3.310 2.109 1.837  0.33
H 2.189 2.926 0.703  0.37
H 2.320 3.498 2.393  0.38
O 3.891 -0.713 2.755  -0.63
H 3.356 -0.233 3.334  0.32
H 3.496 -0.838 1.892  0.39

Calculated values
* spin multiplicity: 1
* net charge: 0
* SMILES: C=C(SOCCOCC)S(C)(=O)=O.O
* molecular weight: 244.33 u
* LUMO energy: 0.019 eV
* E_tot: -39421.591 eV
* relative energy (zero: lowest compared OMol25 entry of this formula, charge and spin): 0.0000 eV
* HOMO: -9.36 eV